No. 1
ORCA calculation (the ωB97M-V functional and the def2-TZVPD basis) on a 2-piece molecular cluster, C3H11NOS2 overall in a non-equilibrium geometry.

Properties
SMILES: CSSCCN.O
E_HOMO: -0.296 hartree
Kohn-Sham gap: 6.886 eV

Structure (XYZ):
```
18
Properties=species:S:1:pos:R:3:forces:R:3
N 0.512134 1.714553 -1.000888 0.833 -0.027 0.306
C 1.620191 0.762661 -0.759015 0.981 1.706 1.549
C 2.126536 0.873170 0.792050 -3.423 -1.673 -3.094
S 0.471651 0.193060 1.730371 2.416 -0.946 3.361
S -1.546152 -0.155270 1.985451 -0.326 1.148 -1.275
C -1.636357 -1.883432 1.518948 0.398 0.055 -0.382
H 0.963948 2.616711 -0.919706 -0.097 0.429 -0.485
H -0.048749 1.739703 -0.162285 -0.728 -0.429 0.225
H 2.474115 1.245625 -1.257437 -0.136 -1.038 -0.830
H 1.284993 -0.255402 -1.092635 0.999 0.888 0.566
H 2.228574 1.853708 1.221442 0.174 0.392 -0.269
H 2.900341 0.146848 1.084439 -0.663 0.164 0.142
H -1.419478 -2.476681 2.401333 -0.354 -0.268 0.001
H -0.805041 -2.032848 0.827381 -0.332 -0.192 -0.107
H -2.601760 -2.072460 1.039393 0.217 -0.240 0.246
H -2.091157 -1.043119 -1.711759 0.037 0.547 -0.072
H -2.205835 -0.166594 -3.035319 0.115 -0.272 0.669
O -2.227954 -1.060233 -2.661763 -0.112 -0.243 -0.550
```
Forces are in eV/Å.

No. 2
ORCA calculation (the ωB97M-V functional and the def2-TZVPD basis) on C19H21F4MnN6S2 as an isolated structure.

Properties
2S+1: 5
<S²>: 6.187
E_HOMO (spin up / spin down): -0.289 / -0.297 hartree
Kohn-Sham gap (spin up / spin down): 6.561 / 7.927 eV

Structure (XYZ):
```
53
Properties=species:S:1:pos:R:3:forces:R:3
Mn 0.158844 0.043854 -0.392117 -0.090 -0.210 0.069
C 0.380430 -3.460664 -1.152884 0.000 0.001 0.006
C 1.565759 -2.828329 -0.447251 0.001 0.000 -0.012
N 1.244671 -1.772315 0.547485 -0.074 0.031 -0.031
C 2.493168 -1.441727 1.280853 -0.010 0.039 0.000
C 3.634005 -0.921517 0.425222 -0.002 -0.013 -0.006
C 0.253975 -2.231444 1.553980 -0.043 0.081 -0.009
C -1.191178 -1.922751 1.190033 -0.003 -0.028 -0.074
N -1.289702 -0.516883 0.807885 0.132 -0.054 0.018
C -2.522307 0.079618 0.739662 -0.226 0.078 0.023
C -2.573522 1.463627 0.485093 0.006 -0.091 0.047
F -1.394592 2.106842 0.304354 -0.064 0.021 -0.038
C -3.740617 2.184328 0.415284 -0.009 -0.028 -0.003
F -3.675321 3.502333 0.180946 0.030 0.013 -0.007
C -4.968105 1.576137 0.591119 0.000 -0.038 0.012
C -4.956248 0.218349 0.827636 -0.019 0.083 -0.008
F -6.118015 -0.430337 0.987231 0.013 -0.019 0.008
C -3.787284 -0.518670 0.895046 0.112 0.022 -0.043
F -3.915967 -1.847405 1.089877 0.071 0.000 0.011
H 0.758969 -4.099565 -1.950864 0.000 -0.008 0.001
H -0.267931 -2.713119 -1.608954 0.003 -0.020 -0.011
H -0.214342 -4.085845 -0.487474 -0.004 0.006 0.003
H 2.215406 -2.372339 -1.192897 -0.002 0.000 0.002
H 2.141899 -3.611885 0.066040 0.017 0.012 -0.003
H 2.820436 -2.340616 1.822013 -0.009 0.002 0.008
H 2.234120 -0.692794 2.028292 -0.015 0.001 -0.013
H 4.053256 -1.686424 -0.225851 0.001 0.005 -0.012
H 4.434632 -0.578398 1.082414 0.004 -0.007 0.002
H 3.319909 -0.083797 -0.195690 0.011 0.001 0.010
H 0.470844 -1.692633 2.477445 0.008 -0.009 0.002
H 0.387784 -3.300233 1.756033 -0.013 -0.014 -0.001
H -1.789336 -2.128167 2.079896 -0.037 0.002 0.015
H -1.557445 -2.585257 0.402229 0.005 -0.008 0.019
H -5.890757 2.132755 0.535126 -0.004 -0.001 -0.003
S 1.567656 0.500843 -2.196801 0.039 0.015 -0.047
C 0.216192 0.117426 -3.217322 0.029 0.023 -0.081
S -1.182427 -0.233919 -2.254907 0.007 0.066 0.054
C 0.255547 0.085091 -4.579593 0.013 -0.017 0.236
C 1.461346 0.377806 -5.278947 0.113 0.050 -0.111
N 2.435660 0.615536 -5.843308 0.004 -0.007 0.039
C -0.906556 -0.254641 -5.329337 -0.150 -0.024 -0.089
N -1.855595 -0.529550 -5.919175 0.016 -0.007 0.012
C 1.807434 3.738702 3.307058 -0.019 0.020 0.038
N 2.335460 3.219639 2.049922 0.014 0.065 0.019
C 3.640724 3.682249 1.588440 0.036 0.012 -0.019
C 1.728924 2.244910 1.432166 -0.064 -0.079 -0.041
N 1.192718 1.381533 0.884401 0.194 0.049 0.028
H 1.755930 4.826068 3.255163 -0.001 -0.005 -0.006
H 2.450187 3.448376 4.140193 -0.002 -0.001 -0.007
H 0.807245 3.346604 3.470482 0.001 -0.001 -0.004
H 3.629732 4.768791 1.505708 -0.007 -0.004 -0.003
H 3.852396 3.257165 0.610874 -0.003 0.000 -0.001
H 4.422074 3.382532 2.289225 -0.008 -0.002 0.001
```
Forces are in eV/Å.

No. 3
ORCA calculation (the ωB97M-V functional and the def2-TZVPD basis) on C3H7O3Yb as an isolated structure in a non-equilibrium geometry.

Properties
Net charge: +1
E_HOMO: -0.438 hartree
Kohn-Sham gap: 7.417 eV

Structure (XYZ):
```
14
Properties=species:S:1:pos:R:3:forces:R:3
O -0.604441 1.358004 0.768058 -1.409 0.682 -2.676
C -1.024313 0.996636 -0.351958 -0.664 0.380 2.375
C -0.670851 -0.336578 -0.855352 3.436 -0.666 -1.321
O -0.329653 -1.083609 0.302073 0.010 0.016 0.318
C -0.412037 -2.503999 0.199151 -0.290 -0.335 0.056
Yb 0.947469 0.222493 1.781084 1.943 -0.435 -0.087
H -1.889352 1.495311 -0.814446 0.659 0.563 -0.215
H -1.545870 -0.786054 -1.348360 0.590 0.110 -0.375
H 0.407779 -2.929283 0.785093 -0.079 0.005 -0.186
H -1.368165 -2.796120 0.652409 0.223 -0.238 -0.353
H -0.328646 -2.829022 -0.845414 -0.037 0.022 0.330
O 2.427694 0.273486 0.204455 -1.087 -0.204 1.045
H 0.474586 -0.269504 -1.512943 -3.575 0.027 1.319
H 3.077769 -0.408082 0.036404 0.281 0.074 -0.231
```
Forces are in eV/Å.